# 1
{
  "formula": "C3H6N2O2",
  "method": "the ωB97M-V functional and the def2-TZVPD basis",
  "total_charge": 0,
  "lumo_energy_ev": 0.536,
  "total_energy_ha": -377.769417,
  "gap_ev": 9.5,
  "fmax_ev_per_a": 1.3,
  "symbols": ["N", "C", "O", "C", "O", "C", "N", "H", "H", "H", "H", "H", "H"],
  "xyz": [[-1.415, 0.099, -1.156], [-0.847, 0.096, 0.069], [-1.671, 0.282, 1.101], [-0.551, -0.896, 1.059], [1.926, -0.207, 1.179], [1.891, 0.536, 0.204], [0.897, 0.541, -0.702], [-2.415, 0.011, -1.219], [-0.794, -0.297, -1.839], [-0.818, -1.906, 0.739], [0.043, -0.778, 1.953], [2.703, 1.277, 0.047], [1.053, 1.242, -1.434]],
  "forces_ev_per_angstrom": [[0.0, -0.2, -0.3], [1.0, -0.2, -0.8], [1.1, -0.4, -0.2], [-1.1, 0.1, 0.4], [0.6, 0.2, -0.2], [0.1, -0.1, 0.4], [-0.5, 0.4, 0.8], [0.0, -0.2, 0.0], [-0.3, 0.1, -0.5], [-0.6, 0.1, 0.5], [0.2, 0.2, -0.6], [0.0, -0.2, -0.1], [-0.5, 0.0, 0.5]]
}

***

# 2
{
  "formula": "C15H56O15",
  "method": "the ωB97M-V functional and the def2-TZVPD basis",
  "total_charge": 1,
  "lumo_energy_ev": [-2.055, -8.475],
  "total_energy_ha": -1733.088562,
  "multiplicity": 2,
  "gap_ev": [10.0, 3.6],
  "fmax_ev_per_a": 3.8,
  "symbols": ["C", "O", "H", "H", "H", "H", "C", "O", "H", "H", "H", "H", "C", "O", "H", "H", "H", "H", "C", "O", "H", "H", "H", "H", "C", "O", "H", "H", "H", "H", "C", "O", "H", "H", "H", "H", "C", "O", "H", "H", "H", "H", "C", "O", "H", "H", "H", "H", "C", "O", "H", "H", "H", "H", "C", "O", "H", "H", "H", "H", "C", "O", "H", "H", "H", "H", "C", "C", "O", "O", "H", "H", "H", "H", "H", "H", "C", "C", "O", "O", "H", "H", "H", "H", "H", "H"],
  "xyz": [[-4.724, 1.398, 1.308], [-5.704, 2.492, 1.110], [-4.090, 1.187, 0.447], [-3.992, 1.565, 2.098], [-5.263, 0.488, 1.571], [-6.594, 2.133, 1.082], [2.826, -3.551, 0.315], [2.724, -3.999, 1.657], [1.883, -3.719, -0.206], [2.984, -2.473, 0.330], [3.683, -3.998, -0.190], [3.624, -4.164, 1.950], [-0.239, 4.860, 1.003], [1.114, 5.113, 0.762], [-0.430, 5.183, 2.027], [-0.931, 5.415, 0.370], [-0.359, 3.790, 0.830], [1.556, 5.264, 1.601], [-2.873, -0.666, 4.217], [-3.493, -1.131, 2.994], [-3.213, 0.338, 4.472], [-3.238, -1.247, 5.064], [-1.792, -0.565, 4.120], [-2.970, -1.847, 2.627], [-0.923, -4.495, -1.397], [-0.113, -3.526, -2.028], [-1.374, -5.189, -2.106], [-0.389, -4.956, -0.566], [-1.839, -4.039, -1.023], [0.636, -4.040, -2.337], [-4.746, -0.165, -2.240], [-5.641, -1.219, -2.449], [-4.525, 0.410, -3.139], [-5.076, 0.537, -1.474], [-3.858, -0.662, -1.850], [-6.578, -1.011, -2.419], [2.510, -1.658, -4.252], [3.677, -1.938, -4.863], [2.585, -2.090, -3.254], [2.265, -0.598, -4.186], [1.628, -2.195, -4.601], [4.204, -1.136, -4.883], [-1.545, 0.325, -4.658], [-0.579, 1.394, -4.822], [-2.519, 0.611, -5.055], [-1.242, -0.494, -5.310], [-1.606, -0.077, -3.646], [-0.747, 2.146, -4.250], [4.315, 0.707, 1.623], [4.413, 0.812, 3.003], [3.508, 0.001, 1.429], [4.130, 1.692, 1.194], [5.257, 0.261, 1.305], [4.566, -0.031, 3.436], [1.573, -1.358, 4.037], [2.759, -1.928, 3.549], [0.881, -1.207, 3.209], [1.161, -2.071, 4.751], [1.786, -0.396, 4.502], [2.503, -2.585, 2.898], [0.982, 1.979, 2.336], [-0.241, 1.521, 2.833], [1.137, 1.623, 1.317], [1.142, 3.057, 2.310], [1.822, 1.540, 2.874], [-0.373, 1.905, 3.702], [2.470, 3.121, -1.861], [1.615, 1.870, -1.711], [2.354, 0.715, -1.395], [1.590, 4.203, -1.748], [2.970, 3.143, -2.829], [3.206, 3.227, -1.064], [1.042, 1.825, -2.638], [0.875, 1.999, -0.921], [1.750, 0.017, -1.133], [1.512, 4.507, -0.840], [-1.346, -0.518, 0.188], [0.071, -1.279, 0.273], [0.760, -1.242, -0.988], [-1.266, 0.897, 0.317], [-2.034, -0.971, 0.902], [-1.761, -0.701, -0.803], [0.013, -2.358, 0.420], [0.654, -0.764, 1.037], [0.440, -2.005, -1.475], [-0.930, 0.985, 1.212]],
  "forces_ev_per_angstrom": [[-1.2, 0.1, 0.0], [1.8, -0.8, 0.1], [-0.4, 0.3, -0.5], [-0.5, 0.6, 0.3], [0.1, 0.0, 0.0], [0.2, -0.2, 0.1], [0.2, 0.7, 0.1], [-0.1, -0.3, 0.0], [0.1, -0.3, 0.0], [0.0, 0.2, -0.2], [-0.3, -0.2, -0.2], [0.0, -0.2, 0.3], [-0.8, -0.3, 0.6], [1.4, 0.6, -0.7], [-0.5, -0.5, 0.1], [0.4, 0.1, -0.3], [-0.8, 0.0, 0.4], [0.2, 0.1, -0.2], [-0.7, 0.2, -0.3], [0.3, 0.7, 0.5], [-0.3, 0.2, -0.6], [0.6, -0.4, 0.0], [0.1, -0.5, 0.2], [0.0, -0.1, 0.3], [-1.5, -0.1, 0.5], [0.3, -0.1, -0.3], [0.7, -0.4, -0.1], [-0.1, -0.3, -0.1], [0.3, 0.5, 0.3], [0.3, 0.3, -0.4], [-0.1, 0.2, 0.6], [-0.3, -1.0, -0.3], [0.1, -0.1, -0.2], [-0.1, 0.1, 0.1], [0.3, 0.3, -0.2], [0.2, 0.6, 0.0], [-2.0, -0.2, 2.2], [1.9, -0.1, -1.8], [-0.2, 0.4, 0.9], [-0.1, 0.1, 0.0], [0.1, 0.1, -1.0], [0.2, -0.2, -0.2], [0.3, 0.3, -0.6], [0.2, -0.8, 0.2], [-0.1, 0.2, 0.4], [0.4, 0.1, 0.1], [0.0, 0.3, 0.1], [-0.6, -0.1, 0.0], [0.4, -1.3, 0.4], [-0.2, 1.3, 1.6], [-0.3, 0.0, -0.7], [0.1, -0.1, 0.0], [0.0, 0.2, -0.9], [-0.1, -0.3, -0.3], [-0.1, -0.4, 0.0], [0.9, 0.5, -0.2], [-0.4, 0.2, 0.1], [-0.5, 0.4, 0.3], [0.0, -0.1, 0.1], [0.2, -0.5, -0.2], [1.7, -0.3, -0.2], [-0.4, 0.1, -0.1], [-0.4, 0.0, -0.2], [-0.4, 0.0, 0.2], [0.1, 0.0, 0.3], [-0.2, -0.1, 0.1], [0.5, 1.6, -0.2], [1.1, -1.4, 1.6], [0.7, 3.3, -1.7], [0.0, -0.9, -1.5], [-0.1, 0.0, 0.1], [0.2, -0.6, 0.1], [-0.2, -0.5, -0.7], [-0.9, -0.1, 0.1], [-1.6, -2.0, 0.7], [0.1, 0.4, 1.2], [1.0, -1.1, -0.8], [-1.5, 0.8, -1.0], [0.5, 1.8, 0.8], [0.6, -1.1, -0.1], [0.0, 0.2, 0.3], [0.1, -0.2, -0.1], [-0.6, 0.1, 1.0], [0.3, -0.3, 0.0], [-0.2, -0.6, -0.7], [-0.2, 0.8, 0.6]]
}

***

# 3
{
  "formula": "C2H4OS3",
  "method": "the ωB97M-V functional and the def2-TZVPD basis",
  "smiles": "O=CC(S)(S)S",
  "total_charge": 0,
  "lumo_energy_ev": 0.302,
  "total_energy_ha": -1348.358749,
  "gap_ev": 9.4,
  "fmax_ev_per_a": 2.4,
  "symbols": ["C", "C", "O", "S", "S", "S", "H", "H", "H", "H"],
  "xyz": [[0.656, -0.694, 0.582], [0.234, 0.600, 0.020], [1.539, -1.383, 0.204], [1.267, 1.287, -1.278], [-1.382, 0.126, -0.855], [-0.308, 1.683, 1.362], [-0.047, -1.048, 1.400], [1.471, -0.038, -1.613], [-0.822, -0.792, -1.649], [0.772, 2.625, 1.442]],
  "forces_ev_per_angstrom": [[-1.3, -1.0, 1.7], [-1.4, 1.1, -1.3], [1.2, -0.6, -0.7], [0.7, -1.0, 0.3], [-0.2, 0.1, 0.8], [1.1, 1.6, 0.2], [0.6, 0.4, -0.4], [0.4, 1.0, -0.3], [0.1, -0.1, 0.0], [-1.3, -1.5, -0.4]]
}